## one
2 unconnected molecules or ions with the total composition C10H10N2O2. Source: the Open Molecules 2025 dataset; level of theory: wB97M-V/def2-TZVPD.

Computed properties:
**Structure (SMILES)**: O=c1cc[nH]c(=O)[nH]1.c1ccccc1
**LUMO level**: 0.163 eV
**HOMO-LUMO gap**: 8.1 eV

The geometry in XYZ format:
```
24
C10H10N2O2 wB97M-V/def2-TZVPD
C -0.71748 -0.18544 -0.98374
C -0.85962 1.22921 -0.60711
C -1.91791 1.69562 0.03998
C -2.67454 -0.54480 0.51822
C 2.70530 0.85688 1.29837
C 2.20276 1.37794 0.03622
C 1.75315 0.54973 -0.99508
C 2.05732 -0.85259 -0.82824
C 2.78645 -1.29070 0.35300
C 3.10000 -0.46271 1.35140
H -1.57822 -1.97104 -0.39921
H -0.09228 1.88784 -0.94242
H -2.11523 2.78456 0.20836
H -3.84221 0.98152 0.90002
H 2.89181 1.55853 2.07128
H 1.95613 2.42367 0.30167
H 1.28482 0.82766 -1.90255
H 1.82762 -1.64823 -1.45737
H 3.07026 -2.32510 0.25625
H 3.53841 -0.90781 2.15001
N -1.72489 -0.99961 -0.47654
N -3.02491 0.80451 0.38855
O 0.22782 -0.71478 -1.43648
O -3.26595 -1.34581 1.22795
```

Here are the Mulliken charges for atoms 1 to 6, given in e: 0.87, -0.42, -0.57, 0.23, -0.55, -0.35

## two
A molecular structure, C10H10N2O2. Source: the Open Molecules 2025 dataset; level of theory: wB97M-V/def2-TZVPD.

Computed properties:
**LUMO level**: 0.104 eV
**HOMO-LUMO gap**: 7.5 eV

The geometry in XYZ format:
```
24
C10H10N2O2 wB97M-V/def2-TZVPD
C -0.99130 1.69305 -1.12289
C -1.87710 1.30202 -2.11797
C -1.39439 0.27597 -3.05314
C -0.14942 -0.15115 -2.96672
C 0.80144 0.34671 -2.18103
C 0.36746 1.35418 -1.32843
C 0.81362 0.26851 1.17729
C 0.48391 0.50154 2.61341
C 0.07781 -0.47662 3.46377
C 0.62891 -2.12914 1.77862
H -1.23933 2.18998 -0.17183
H -2.90599 1.69928 -1.99981
H -1.94528 -0.09143 -3.87881
H 0.02404 -0.82500 -3.88400
H 1.92637 0.05576 -2.38987
H 1.18090 2.04543 -0.74482
H 1.04375 -1.43058 -0.08609
H 0.55413 1.60071 3.04444
H -0.13299 -0.52293 4.59972
H -0.29866 -2.61791 3.54101
N 0.82072 -1.08779 0.90265
N 0.10416 -1.79468 2.98905
O 1.16413 1.08080 0.37062
O 0.94312 -3.28670 1.44483
```

Here are the Mulliken charges for atoms 1 to 6, given in e: -0.59, -0.43, -0.57, 0.11, -0.77, 0.47

It is two that is the least stable of them.

## one
A single C5H8O3 molecule. Source: the Open Molecules 2025 dataset; level of theory: wB97M-V/def2-TZVPD.

Computed properties:
**LUMO level**: 0.609 eV
**HOMO-LUMO gap**: 7.7 eV

The geometry in XYZ format:
```
16
C5H8O3 wB97M-V/def2-TZVPD
C -0.65635 0.85735 1.39733
C 1.43352 -0.28042 0.01254
C -0.40319 -1.64045 -0.37750
C -0.88641 -0.38908 -0.90168
C 2.49226 0.31315 -0.47221
O 0.89136 -1.39787 0.22394
O -0.12678 0.83587 0.07265
O -2.24805 -0.27946 -0.87816
H -2.52526 0.39574 -1.50682
H -1.01054 -2.13989 0.36683
H -0.42338 0.00102 -1.80798
H -0.46359 1.85073 1.80264
H -1.73028 0.65623 1.38493
H -0.19734 0.10396 2.04426
H 2.59921 1.38352 -0.38815
H 3.25481 -0.27042 -0.97262
```

Here are the Mulliken charges for atoms 1 to 6, given in e: -0.66, 0.81, -0.64, 0.20, -0.87, -0.22

## two
A single C5H8O3 molecule. Source: the Open Molecules 2025 dataset; level of theory: wB97M-V/def2-TZVPD.

Computed properties:
**Structure (SMILES)**: C=C(O)C(=C)C(O)O
**LUMO level**: 0.659 eV
**HOMO-LUMO gap**: 9.5 eV

The geometry in XYZ format:
```
16
C5H8O3 wB97M-V/def2-TZVPD
C -1.22917 0.13994 -0.22414
C 0.97170 -0.67984 0.33551
C 0.16082 0.54515 -0.37125
C 0.75115 -1.97707 0.13126
C 0.82222 1.60963 -0.77846
O -1.64061 -0.04086 1.08027
O 2.01805 -0.21761 1.07381
O -1.93881 1.39185 -0.86053
H -2.55764 -0.34201 1.07921
H 2.56965 -0.95841 1.36039
H -1.88307 2.12184 -0.22970
H -1.52170 -0.65571 -0.91789
H 1.44576 -2.73162 0.47564
H 1.89361 1.65233 -0.66796
H 0.29999 2.46710 -1.17063
H -0.16192 -2.32471 -0.31552
```

Here are the Mulliken charges for atoms 1 to 6, given in e: -0.04, 0.72, 0.49, -1.09, -0.80, -0.49

## three
A molecular structure, C5H8O3. Source: the Open Molecules 2025 dataset; level of theory: wB97M-V/def2-TZVPD.

Computed properties:
**LUMO level**: 1.020 eV
**HOMO-LUMO gap**: 10.1 eV

The geometry in XYZ format:
```
16
C5H8O3 wB97M-V/def2-TZVPD
C 2.18053 -0.00518 0.02232
C 0.12507 -0.90136 0.08808
C -1.44319 -0.94049 -0.03111
C -1.43326 0.59411 -0.42019
C -0.02414 1.02585 0.41162
H 2.75338 -0.38986 -0.66569
H 2.53151 -0.00437 1.09964
H 0.09453 -0.20417 -0.70274
H -1.90283 -1.25308 0.86778
H -2.23776 -1.46461 -0.71666
H -2.17000 1.30797 0.14787
H -1.30905 0.80822 -1.49765
H 0.02119 1.95788 0.81810
O 1.36933 -1.48165 -0.18806
O 1.39387 1.08805 -0.34798
O 0.05081 -0.13729 1.11466
```

Here are the Mulliken charges for atoms 1 to 6, given in e: -0.27, 0.23, -0.66, -0.57, -0.14, 0.44

It is three that is the least stable of them.

## one
2 unconnected molecules or ions with the total composition C5H8O3. Source: the Open Molecules 2025 dataset; level of theory: wB97M-V/def2-TZVPD.

Computed properties:
**LUMO level**: 0.123 eV
**HOMO-LUMO gap**: 8.6 eV

The geometry in XYZ format:
```
16
C5H8O3 wB97M-V/def2-TZVPD
C -2.67844 0.37185 0.11028
C -1.83789 -0.68974 -0.32086
C 0.87649 -1.46351 -0.07364
C 0.36824 1.12854 0.01785
C 0.03931 -0.33350 0.44229
O -3.19798 0.73656 1.11692
O -2.04066 -1.68011 -0.92667
O -0.24266 -0.50454 1.80631
H -2.93022 1.11678 -0.78910
H 0.25510 -2.42446 -0.07579
H 1.24781 -1.30847 -1.06702
H 1.87376 -1.51893 0.57060
H -0.12906 1.39327 -0.82201
H -0.09463 1.95464 0.73109
H 1.41918 1.22569 -0.06219
H -0.68396 -1.28716 1.80100
```

Here are the Mulliken charges for atoms 1 to 6, given in e: -0.06, 0.54, -1.24, -1.48, 0.89, -0.41

## two
2 unconnected molecules or ions with the total composition C5H8O3. Source: the Open Molecules 2025 dataset; level of theory: wB97M-V/def2-TZVPD.

Computed properties:
**LUMO level (alpha / beta)**: 0.586 / 0.587 eV
**HOMO-LUMO gap (alpha / beta)**: 8.4 / 8.4 eV

The geometry in XYZ format:
```
16
C5H8O3 wB97M-V/def2-TZVPD
C -0.32237 0.27514 0.07333
C -1.28028 -0.45863 -0.45581
C 2.00572 -0.31420 -0.35883
C -2.78813 -0.24653 -0.10114
C 2.72258 0.70349 0.44329
O 2.31782 -1.16610 -1.09865
O -0.22396 1.31924 0.92542
O -1.07278 -1.43455 -1.41999
H -3.15292 -1.30572 -0.01947
H -2.83748 0.24559 0.89579
H -3.22006 0.30231 -0.98837
H 3.71634 0.77159 0.05584
H 2.66904 0.31604 1.49331
H 2.16182 1.55772 0.16114
H -0.63344 1.06199 1.79849
H -0.06189 -1.62738 -1.40436
```

Here are the Mulliken charges for atoms 1 to 6, given in e: -0.22, 0.67, 0.46, -0.92, -0.94, -0.39

It is two that is the least stable of them.